Here is a molecular structure, C44H44BI2N13O4Sr in a non-equilibrium geometry from the OMol25 dataset. Energies are from ωB97M-V/def2-TZVPD.

XYZ file:
```
109
Properties=species:S:1:pos:R:3:forces:R:3:lowdin_spin:R:1
Sr -0.321 -0.258 -0.175 0.9 1.4 0.9 0.0001
C 3.664 -1.209 -0.443 0.1 0.1 0.0 0.0000
C 2.790 -1.303 -1.648 0.2 -0.1 0.2 0.0000
C 3.088 -1.878 -2.887 -0.1 0.0 -0.1 0.0002
C 1.948 -1.700 -3.630 0.0 0.0 -0.1 0.0002
N 1.029 -1.069 -2.877 -0.3 0.2 0.3 0.0001
N 1.559 -0.824 -1.637 0.1 -0.1 -0.8 0.0001
B -0.374 -0.558 -3.412 -0.1 0.1 0.3 0.0001
N -0.537 0.971 -3.158 0.2 -0.2 0.2 0.0000
C -1.215 1.830 -3.935 -0.1 -0.1 -0.1 0.0000
C -1.171 3.074 -3.360 0.0 0.0 0.0 0.0000
C -0.439 2.887 -2.183 0.1 0.1 0.2 0.0000
C -0.031 3.917 -1.185 0.1 0.1 0.0 0.0000
N -0.076 1.619 -2.045 0.0 -0.3 -0.4 0.0000
N -1.640 -1.252 -2.727 0.2 0.4 0.0 0.0013
C -2.392 -2.300 -3.096 0.1 0.0 -0.1 0.0006
C -3.486 -2.376 -2.262 0.0 -0.1 0.0 0.0005
C -3.334 -1.311 -1.370 0.0 0.1 0.0 0.0002
C -4.234 -0.869 -0.266 0.0 0.0 0.1 -0.0003
N -2.227 -0.636 -1.651 -0.2 0.0 -0.6 0.0005
N -0.362 -0.813 -4.910 -0.1 -0.4 -0.2 0.0000
C 0.277 -0.091 -5.856 0.1 0.1 -0.2 0.0000
C 0.362 -0.849 -6.998 0.0 0.2 0.2 0.0000
C -0.243 -2.069 -6.651 0.0 -0.3 0.0 0.0000
C -0.427 -3.294 -7.489 0.0 0.0 -0.1 0.0003
N -0.656 -2.052 -5.396 0.0 0.1 0.1 0.0000
H 4.706 -1.359 -0.718 0.0 0.0 0.0 0.0000
H 3.406 -1.962 0.303 0.0 0.0 0.0 0.0000
H 3.579 -0.227 0.026 0.0 0.0 0.0 0.0000
H 4.008 -2.331 -3.197 0.2 -0.1 -0.1 0.0000
H 1.723 -1.970 -4.645 0.1 -0.1 -0.2 0.0000
H -1.672 1.495 -4.847 -0.1 0.0 -0.1 0.0000
H -1.586 3.987 -3.741 -0.1 0.1 -0.1 0.0000
H 0.169 4.864 -1.681 0.0 0.0 0.0 0.0000
H 0.880 3.608 -0.676 0.0 0.0 0.0 0.0000
H -0.804 4.095 -0.437 -0.1 0.0 0.1 0.0000
H -2.099 -2.885 -3.946 0.0 -0.1 -0.1 0.0002
H -4.284 -3.093 -2.297 -0.1 -0.1 0.0 0.0001
H -5.002 -1.617 -0.078 0.0 0.0 0.0 -0.0001
H -4.731 0.068 -0.524 0.0 0.0 0.0 0.0000
H -3.674 -0.707 0.657 0.0 0.0 0.0 -0.0001
H 0.629 0.901 -5.649 0.1 0.2 0.0 0.0000
H 0.776 -0.562 -7.944 0.1 0.1 -0.2 0.0000
H -0.416 -3.050 -8.549 0.0 0.0 0.0 0.0000
H -1.376 -3.774 -7.258 0.0 0.0 0.0 0.0003
H 0.369 -4.017 -7.310 0.0 0.0 0.0 0.0000
I 4.398 -2.946 3.254 0.0 -0.2 0.0 0.0000
C 4.038 -0.922 3.060 0.3 0.4 0.2 0.0000
C 5.091 -0.018 3.368 -0.3 0.0 -0.1 0.0000
C 4.889 1.329 3.286 -0.2 -0.1 -0.1 0.0000
I 6.458 2.582 3.815 0.1 0.1 0.0 0.0000
C 3.634 1.855 2.853 0.3 0.2 0.1 0.0000
C 3.346 3.234 2.724 0.0 -0.1 0.0 0.0000
C 2.117 3.624 2.282 -0.1 -0.2 0.0 0.0000
C 1.173 2.629 1.944 0.2 0.4 0.1 0.0000
N 1.402 1.349 2.041 -0.2 -0.3 -0.1 0.0000
C 2.609 0.953 2.515 0.1 -0.2 0.0 0.0000
C 2.829 -0.446 2.651 -0.2 -0.2 -0.1 0.0000
O 1.816 -1.307 2.320 -0.2 0.1 0.2 0.0000
H 6.044 -0.413 3.679 0.1 0.0 0.0 0.0000
H 4.105 3.959 2.978 0.0 0.0 0.0 0.0000
H 1.866 4.667 2.169 0.0 0.1 0.0 0.0000
H 0.201 2.920 1.575 -0.2 0.0 -0.1 0.0000
C -2.528 3.171 4.512 -0.1 0.0 0.0 0.0000
N -2.395 2.594 3.185 0.0 0.1 -0.1 0.0000
C -2.876 3.113 2.010 0.0 0.0 0.0 0.0000
C -2.483 2.253 1.033 0.0 0.0 0.0 0.0000
N -1.761 1.218 1.582 -0.1 0.2 -0.2 0.0000
C -1.735 1.466 2.870 0.0 -0.3 0.1 0.0000
H -3.107 4.089 4.429 0.0 -0.1 0.1 0.0000
H -1.547 3.404 4.923 0.0 0.0 0.0 0.0000
H -3.052 2.479 5.170 0.0 0.0 0.0 0.0000
H -3.449 4.019 1.986 -0.1 0.1 0.0 0.0000
H -2.681 2.305 -0.022 0.0 0.0 -0.2 0.0000
H -1.258 0.859 3.617 0.1 -0.1 0.1 0.0000
O 0.859 -0.674 4.249 0.0 -0.3 -0.5 0.0000
N 0.698 -1.366 3.342 0.2 0.2 0.3 0.0001
C 0.986 -6.141 -5.529 0.1 0.0 -0.1 -0.0054
C -0.270 -6.091 -4.711 0.0 0.0 0.1 -0.0073
C -1.464 -6.559 -5.253 0.0 0.0 0.0 0.1044
C -2.665 -6.509 -4.555 0.0 0.1 0.2 -0.0024
C -2.685 -6.000 -3.275 0.1 -0.2 -0.3 0.0786
C -1.481 -5.558 -2.707 -0.2 0.2 0.6 0.0378
N -1.445 -4.961 -1.465 -0.1 -0.8 -0.7 0.3322
C -2.251 -5.080 -0.383 -0.3 0.2 0.1 0.0189
C -3.123 -6.156 -0.145 0.0 0.1 0.1 0.0997
C -3.924 -6.134 0.980 0.1 0.0 -0.1 -0.0097
C -3.867 -5.065 1.867 0.0 0.1 0.1 0.1246
C -2.975 -4.015 1.660 0.0 -0.1 0.0 -0.0097
C -2.155 -4.013 0.555 -0.1 -0.3 -0.4 0.0880
C -1.179 -2.895 0.323 -0.1 0.0 1.0 0.0111
O -0.374 -2.965 -0.644 0.4 0.6 0.0 0.0001
O -1.178 -1.952 1.141 -0.6 -0.8 0.6 0.0161
C -0.264 -5.578 -3.414 0.0 -0.1 -0.3 0.0841
C 0.989 -5.052 -2.785 0.1 0.0 0.1 0.0130
H 0.767 -6.438 -6.553 0.0 0.0 0.0 0.0000
H 1.700 -6.857 -5.122 0.0 0.0 0.0 -0.0018
H 1.481 -5.172 -5.558 0.0 0.1 0.0 -0.0015
H -1.455 -6.951 -6.261 0.0 0.0 -0.1 0.0055
H -3.580 -6.840 -5.022 -0.1 0.0 0.0 -0.0018
H -3.612 -5.875 -2.740 -0.1 0.0 0.1 0.0030
H -0.767 -4.143 -1.308 0.2 0.1 0.0 0.0046
H -3.124 -7.006 -0.809 0.0 0.0 -0.1 0.0041
H -4.588 -6.961 1.179 0.0 -0.1 0.0 -0.0028
H -4.508 -5.055 2.737 0.0 0.0 0.0 0.0066
H -2.901 -3.190 2.352 0.0 0.0 0.0 -0.0024
H 1.039 -5.266 -1.718 0.0 0.0 0.0 0.0012
H 1.055 -3.968 -2.899 0.0 0.0 0.0 0.0052
H 1.869 -5.485 -3.249 0.1 0.0 0.0 0.0012
```
Positions in Å, forces in eV/Å.

## Properties
* HOMO-LUMO gap (alpha / beta): 0.30002 / 0.20868 hartree
* multiplicity: 2
* charge: +1
* ΔE to the lowest compared entry with this formula, charge and spin: 3.6 kcal/mol
* LUMO level (alpha / beta): -2.5 / -5.0 eV
* HOMO (alpha / beta): -10.67 / -10.67 eV


Here is a molecular structure, C44H44N2S4Tc from the OMol25 dataset. Energies are from ωB97M-V/def2-TZVPD.

XYZ file:
```
95
Properties=species:S:1:pos:R:3:forces:R:3:lowdin_charge:R:1
Tc -0.046 -2.126 0.420 -0.2 -0.1 -0.2 0.6080
S 2.245 -2.258 -0.431 0.0 -0.1 -0.2 0.5736
C 1.820 -2.859 -2.052 0.0 0.0 0.1 -0.6471
C 2.746 -3.612 -2.780 0.0 0.0 0.1 -0.1075
C 2.454 -4.102 -4.040 0.0 0.0 0.0 -0.0689
C 1.225 -3.848 -4.639 0.0 0.0 0.1 -0.0786
C 0.296 -3.079 -3.962 0.1 0.0 0.0 -0.0973
C 0.592 -2.619 -2.686 0.0 0.0 0.0 -0.5168
S -0.539 -1.541 -1.837 0.0 0.0 0.2 0.9403
C -2.173 -2.345 -1.803 -0.1 0.1 -0.1 -0.3331
C -2.891 -2.015 -0.512 0.1 0.0 0.0 -0.2978
C -4.269 -1.939 -0.465 0.0 0.0 0.0 0.0036
C -4.893 -1.832 0.770 0.0 0.0 0.0 -0.0229
C -4.129 -1.811 1.921 0.0 0.0 0.0 -0.0168
C -2.745 -1.843 1.813 0.0 0.0 0.0 -0.3016
C -1.890 -1.901 3.055 -0.1 0.0 0.0 -0.3049
S -0.072 -2.017 2.794 -0.1 0.0 0.0 0.9485
C 0.437 -0.407 3.383 0.0 0.0 0.0 -0.5038
C 0.535 -0.237 4.761 0.0 0.0 0.0 -0.0919
C 0.893 0.993 5.283 0.0 0.0 -0.1 -0.0578
C 1.186 2.046 4.423 0.0 -0.1 0.0 -0.0408
C 1.131 1.869 3.053 0.0 0.0 0.0 -0.0553
C 0.754 0.639 2.526 0.0 0.0 -0.1 -0.4477
S 0.697 0.374 0.780 0.3 0.0 0.2 0.9556
N -2.153 -1.912 0.615 -0.1 0.1 0.0 -0.0276
H 3.704 -3.823 -2.325 0.0 0.0 0.0 0.1052
H 3.192 -4.695 -4.561 0.0 0.0 0.0 0.1098
H 1.000 -4.231 -5.624 0.0 0.0 0.0 0.1071
H -0.652 -2.834 -4.425 0.0 0.0 0.0 0.1094
H -1.997 -3.421 -1.864 0.0 0.0 0.0 0.0996
H -2.778 -2.031 -2.654 0.0 0.0 0.0 0.0922
H -4.844 -1.996 -1.377 0.0 0.0 0.0 0.1255
H -5.970 -1.784 0.832 0.0 0.0 0.0 0.1234
H -4.591 -1.767 2.896 0.0 0.0 0.0 0.1303
H -2.172 -2.796 3.613 0.0 0.0 0.0 0.0977
H -2.078 -1.041 3.699 0.0 0.0 0.0 0.0963
H 0.328 -1.071 5.418 0.0 0.0 0.0 0.1137
H 0.955 1.127 6.353 0.0 0.0 0.1 0.1125
H 1.478 3.006 4.824 0.0 0.1 0.0 0.1159
H 1.371 2.684 2.384 0.0 0.0 0.0 0.0995
C -1.713 6.133 1.618 0.0 0.0 0.0 -0.0371
C -1.791 4.634 1.508 -0.1 0.0 0.0 -0.2469
C -2.863 3.931 2.035 0.1 0.0 -0.1 -0.0075
C -2.933 2.549 1.906 -0.1 0.0 0.1 -0.2515
C -4.093 1.800 2.503 0.0 0.0 0.0 -0.0386
C -1.917 1.872 1.245 -0.1 0.0 0.0 -0.0026
C -0.824 2.556 0.720 0.1 0.0 0.0 -0.2621
C -0.773 3.938 0.867 -0.1 0.2 0.1 -0.0081
N 0.240 1.834 0.114 0.1 0.1 -0.3 -0.2762
C 1.226 2.466 -0.847 -0.1 0.0 0.2 -0.4118
C 2.007 1.382 -1.610 -0.1 0.0 0.0 -0.1345
C 2.952 2.011 -2.642 0.0 0.0 0.0 -0.2748
C 3.958 2.907 -1.918 0.0 0.0 0.0 -0.1110
C 3.197 3.991 -1.155 0.0 0.0 0.0 -0.2750
C 2.369 4.825 -2.138 0.0 0.0 0.0 -0.1071
C 1.388 3.921 -2.892 0.0 0.0 0.0 -0.2775
C 2.157 2.840 -3.648 0.0 0.0 0.0 -0.1150
C 0.433 3.262 -1.893 -0.1 0.1 0.0 -0.0752
C 2.263 3.337 -0.128 0.1 0.1 0.0 -0.0877
H -2.485 6.520 2.279 0.0 0.0 0.0 0.0772
H -1.843 6.601 0.642 0.0 0.0 0.0 0.0873
H -0.745 6.450 2.006 0.0 0.0 0.0 0.0834
H -3.653 4.462 2.550 0.0 0.0 0.0 0.1182
H -4.935 2.463 2.689 0.0 0.0 0.0 0.0807
H -3.815 1.350 3.459 0.0 0.0 0.0 0.0833
H -4.431 1.006 1.839 0.0 -0.1 0.0 0.0611
H -1.975 0.795 1.133 0.0 0.0 0.0 0.0911
H 0.061 4.508 0.490 -0.1 0.0 0.1 0.0954
H 1.302 0.718 -2.116 -0.1 -0.1 0.0 0.0968
H 2.596 0.771 -0.926 0.0 0.0 0.0 0.0757
H 3.475 1.200 -3.155 0.0 0.0 0.0 0.1455
H 4.642 3.363 -2.639 0.0 0.0 0.0 0.1245
H 4.562 2.312 -1.227 0.0 0.0 0.0 0.1242
H 3.901 4.636 -0.623 0.0 0.0 0.0 0.1429
H 3.034 5.320 -2.849 0.0 0.0 0.0 0.1237
H 1.827 5.612 -1.605 0.0 0.0 0.0 0.1220
H 0.799 4.520 -3.592 0.0 0.0 0.0 0.1435
H 2.829 3.292 -4.380 0.0 0.0 0.0 0.1238
H 1.460 2.200 -4.197 0.0 0.0 0.0 0.1219
H -0.246 2.572 -2.405 0.0 0.0 0.0 0.1354
H -0.185 4.032 -1.432 0.0 -0.1 -0.1 0.1071
H 1.800 4.114 0.481 0.1 -0.1 0.0 0.1030
H 2.843 2.698 0.548 0.0 0.0 0.0 0.1272
C -0.053 -3.826 0.349 0.2 -0.3 -0.1 -0.2446
C 0.203 -5.238 0.268 -0.1 0.3 0.0 -0.2781
C 1.514 -5.685 0.441 0.1 -0.1 0.0 -0.0317
C 1.786 -7.038 0.326 -0.1 0.1 0.0 -0.0547
C 0.761 -7.931 0.042 0.0 0.0 0.0 -0.0612
C -0.544 -7.484 -0.134 0.0 0.1 0.0 -0.0674
C -0.827 -6.134 -0.024 0.0 -0.1 0.0 -0.0400
H 2.296 -4.966 0.641 0.0 0.0 0.0 0.0930
H 2.797 -7.397 0.456 0.0 0.0 0.0 0.1112
H 0.979 -8.986 -0.047 0.0 0.0 0.0 0.1100
H -1.334 -8.187 -0.356 0.0 0.0 0.0 0.1087
H -1.838 -5.771 -0.157 0.0 0.0 0.0 0.1106
```
Positions in Å, forces in eV/Å.

## Properties
* HOMO-LUMO gap: 0.25418 hartree
* multiplicity: 1
* charge: +1
* LUMO level: -2.7 eV
* HOMO: -9.61 eV